No. 1
{"formula": "C28H44BiN6O5PS", "method": "the ωB97M-V functional and the def2-TZVPD basis", "charge": 0, "elements": ["Bi", "O", "C", "O", "C", "C", "C", "C", "C", "N", "C", "O", "O", "H", "H", "H", "C", "C", "C", "C", "P", "N", "C", "C", "C", "C", "C", "C", "C", "C", "H", "H", "H", "H", "H", "H", "H", "H", "H", "H", "H", "H", "H", "H", "H", "H", "H", "H", "H", "H", "H", "H", "H", "H", "H", "H", "H", "N", "C", "S", "N", "C", "C", "C", "C", "C", "C", "H", "H", "H", "H", "H", "H", "H", "H", "C", "N", "C", "N", "O", "H", "H", "H", "H", "H", "H"], "positions_angstrom": [[-6.9011, -15.3303, 1.5590], [-5.9175, -16.9094, -2.4026], [-6.4349, -16.3182, -1.4176], [-5.7881, -15.6809, -0.4733], [-7.9032, -16.4547, -1.2760], [-8.7136, -16.9221, -2.2949], [-10.1023, -16.9330, -2.1243], [-10.6161, -16.4821, -0.9498], [-9.7442, -16.0857, 0.0953], [-8.4362, -15.9863, -0.1432], [-10.2513, -15.6147, 1.4619], [-11.4351, -15.4794, 1.7709], [-9.2039, -15.4133, 2.2907], [-8.2220, -17.3336, -3.1864], [-10.7234, -17.3766, -2.8755], [-11.7012, -16.4789, -0.8017], [-3.7429, -19.2633, 4.9392], [-4.3064, -18.2104, 3.8999], [-4.2959, -16.8896, 4.6903], [-3.2970, -18.1026, 2.7244], [-6.0292, -18.5061, 3.0853], [-6.3927, -17.4179, 1.9882], [-5.7934, -20.0735, 2.0062], [-5.0867, -21.2432, 2.7652], [-7.2060, -20.6194, 1.5972], [-5.0166, -19.7627, 0.6906], [-7.3861, -18.5972, 4.4164], [-7.6226, -17.3127, 5.2665], [-8.7134, -18.7258, 3.5738], [-7.2777, -19.8520, 5.3509], [-3.5132, -20.2131, 4.4228], [-4.3315, -19.3775, 5.8524], [-2.7988, -18.8455, 5.2521], [-3.2449, -16.5506, 4.8445], [-4.7461, -17.0061, 5.6603], [-4.8704, -16.0635, 4.1724], [-2.4454, -17.5133, 3.0408], [-3.7607, -17.5284, 1.8734], [-2.9663, -19.0193, 2.2018], [-5.5685, -21.3768, 3.7538], [-4.0150, -21.0945, 2.8412], [-5.2862, -22.1805, 2.2005], [-7.7267, -21.0310, 2.5027], [-7.1789, -21.4645, 0.8572], [-7.8040, -19.8491, 1.1401], [-5.5514, -18.9951, 0.0713], [-5.0356, -20.6834, 0.1201], [-3.9949, -19.4119, 0.9066], [-7.8901, -16.4588, 4.5963], [-6.8503, -17.0585, 5.9592], [-8.5721, -17.4933, 5.8174], [-8.8614, -17.9865, 2.7853], [-9.5616, -18.5838, 4.3019], [-8.8629, -19.7496, 3.2144], [-6.6664, -19.5659, 6.2367], [-6.7816, -20.6967, 4.8118], [-8.2903, -20.0683, 5.6715], [-10.0250, -12.6816, 0.3523], [-8.8910, -12.1667, 0.8604], [-7.3381, -12.3521, 0.1414], [-9.1099, -11.5404, 2.0799], [-8.2317, -10.6293, 2.7550], [-8.3813, -10.5072, 4.1604], [-7.5761, -9.6244, 4.8530], [-6.6703, -8.7942, 4.1847], [-6.5659, -8.8686, 2.8187], [-7.3605, -9.7654, 2.0774], [-9.9445, -13.2194, -0.5331], [-10.8951, -12.7230, 0.8914], [-9.9776, -11.7220, 2.5456], [-9.0059, -11.1884, 4.7087], [-7.5275, -9.6982, 5.9850], [-6.0481, -8.0994, 4.7993], [-5.8194, -8.2498, 2.2961], [-7.1496, -9.8432, 1.0510], [-4.1792, -12.6196, 1.5046], [-4.1413, -12.5386, 2.9414], [-4.9143, -13.2413, 3.7667], [-4.9689, -12.8250, 5.0428], [-5.6028, -14.2210, 3.3670], [-3.4683, -11.9992, 0.9453], [-5.1756, -12.4099, 1.0660], [-3.8950, -13.6201, 1.2249], [-3.5477, -11.7718, 3.3486], [-4.2975, -12.1899, 5.4080], [-5.3982, -13.4820, 5.6663]], "atomic_forces_ev_per_a": [[-0.11, -2.34, -0.16], [-0.98, 1.51, 1.96], [3.01, -1.28, -1.07], [-1.18, -0.47, -0.77], [-1.21, 0.91, -0.01], [0.15, -0.71, -0.50], [1.54, -0.34, -0.42], [-0.67, 0.31, 1.80], [-1.04, 0.55, -1.25], [-0.44, -0.85, 0.32], [2.01, 0.26, 2.44], [1.25, -0.13, -1.05], [-1.91, -0.11, -1.49], [-0.27, 0.33, 0.43], [-0.32, 0.11, -0.38], [0.50, 0.03, 0.27], [-0.26, 0.04, -1.42], [0.30, -0.82, 0.55], [-0.35, 1.25, -1.24], [-0.84, 0.77, -1.22], [0.43, 1.45, -1.04], [-0.22, 1.27, 0.47], [-0.54, -1.10, 0.16], [-1.11, -0.07, -0.43], [0.23, -0.89, 0.61], [-0.78, 1.05, 0.37], [-0.75, -0.53, -0.58], [-1.15, -0.13, -1.31], [-0.86, -0.50, 1.44], [1.08, 1.01, -0.53], [-0.29, 0.41, 0.77], [-0.22, -0.19, -0.33], [0.52, 0.12, 0.18], [-0.63, -0.22, -0.14], [-0.16, -0.19, 0.48], [0.79, -0.93, 0.46], [0.40, -0.10, 0.17], [0.29, -0.22, 0.90], [0.00, 0.21, 1.13], [0.73, -0.07, -0.50], [0.00, -0.10, 0.09], [0.28, 0.51, 0.24], [0.41, 0.34, -0.91], [0.52, 0.69, 0.60], [-0.30, 0.40, 0.00], [0.54, -0.53, 0.71], [0.33, -0.29, -0.13], [-0.72, -0.47, -0.64], [0.53, -0.48, 0.45], [0.56, 0.16, 0.34], [0.66, 0.00, -0.05], [0.39, -0.13, 0.07], [0.70, 0.01, -0.55], [0.11, 0.50, -0.13], [-0.34, -0.45, -0.51], [-0.82, 0.57, 0.78], [-0.05, -0.45, 0.16], [0.22, -0.67, -1.13], [0.26, 0.28, 1.09], [-1.88, 0.21, 0.05], [1.40, 0.17, -0.88], [-0.66, 0.42, 0.18], [0.81, -0.14, -0.97], [0.50, -0.24, 1.40], [0.22, 0.47, 1.39], [0.05, -0.09, -0.80], [0.48, -0.02, 1.81], [-0.18, 0.59, 1.25], [0.60, -0.06, -0.46], [-0.26, -0.07, 0.10], [-0.31, -0.20, 0.01], [-0.39, 0.39, -1.55], [-0.48, -0.66, -0.77], [-0.53, -0.31, 0.19], [-0.24, -0.16, -1.13], [-0.46, -0.64, -1.28], [1.92, 2.58, 0.47], [-1.00, -1.10, -1.19], [-0.40, -0.49, 0.53], [1.00, 1.44, 0.95], [0.01, 0.27, 0.91], [0.59, -0.07, 0.65], [-0.08, -0.61, -0.30], [-1.20, -1.28, -0.61], [0.29, 0.33, 0.22], [-0.02, -0.01, 0.26]]}


No. 2
{"formula": "C2H3NO", "method": "the ωB97M-V functional and the def2-TZVPD basis", "charge": 0, "smiles": "C#C.N=O", "de_lowest_ev": 5.3719, "elements": ["C", "C", "N", "O", "H", "H", "H"], "positions_angstrom": [[0.0305, -0.8058, -0.3075], [-1.0279, -0.4324, -0.7552], [0.6344, 0.7483, 1.8821], [0.0104, 1.7372, 1.9962], [0.9772, -1.0216, 0.0720], [-1.9073, -0.4519, -1.3406], [0.2918, 0.1546, 1.0671]], "atomic_forces_ev_per_a": [[-1.53, 0.41, -1.14], [1.09, -1.19, -0.05], [1.49, -1.40, 0.45], [-1.12, 1.21, -0.19], [0.91, -0.59, 0.06], [-0.49, 0.49, 0.02], [-0.34, 1.07, 0.85]]}


No. 3
{"formula": "C20H22F3N3S", "method": "the ωB97M-V functional and the def2-TZVPD basis", "charge": 0, "smiles": "CCc1ccc(NC(=S)N2CCN(c3cccc(C(F)(F)F)c3)CC2)cc1", "de_lowest_ev": 0.1972, "elements": ["C", "H", "H", "H", "C", "C", "C", "C", "C", "C", "C", "H", "H", "N", "C", "N", "C", "C", "N", "C", "C", "C", "C", "C", "C", "H", "H", "H", "C", "F", "F", "F", "H", "C", "H", "C", "H", "H", "H", "H", "H", "H", "H", "S", "H", "H", "H", "H", "H"], "positions_angstrom": [[-8.9434, 0.5109, -1.4974], [-10.0291, 0.4676, -1.5440], [-8.6289, 1.5381, -1.6685], [-8.5362, -0.1080, -2.2938], [-8.4450, 0.0209, -0.1362], [-6.9458, 0.0756, -0.0732], [-6.2935, 1.2200, 0.3674], [-4.9147, 1.2829, 0.3938], [-4.1511, 0.1952, -0.0219], [-4.7950, -0.9438, -0.4906], [-6.1752, -0.9955, -0.5063], [-6.6624, -1.8901, -0.8658], [-4.2198, -1.7857, -0.8372], [-2.7568, 0.3301, -0.0112], [-1.8182, -0.6393, 0.1892], [-0.5326, -0.3121, -0.1098], [0.5755, -1.0954, 0.3945], [1.2805, -0.2892, 1.4947], [1.7256, 1.0033, 1.0144], [2.9905, 1.1744, 0.4856], [3.8591, 0.1031, 0.2556], [5.1444, 0.3278, -0.2145], [5.6107, 1.6045, -0.4795], [4.7557, 2.6705, -0.2473], [3.4787, 2.4650, 0.2276], [2.8572, 3.3238, 0.4278], [5.0981, 3.6772, -0.4313], [6.6104, 1.7602, -0.8499], [6.0082, -0.8771, -0.4485], [5.4816, -1.7031, -1.3765], [7.2442, -0.5804, -0.8680], [6.1527, -1.6245, 0.6631], [3.5527, -0.9163, 0.4255], [0.6107, 1.7654, 0.4947], [0.9445, 2.7225, 0.0996], [-0.0819, 0.9608, -0.6238], [-0.8965, 1.5245, -1.0777], [0.6580, 0.7574, -1.4084], [-0.0950, 1.9475, 1.3133], [2.1172, -0.8433, 1.9151], [0.5612, -0.1058, 2.3012], [0.1879, -2.0343, 0.7909], [1.2628, -1.3058, -0.4306], [-2.2013, -2.1406, 0.7713], [-2.4508, 1.2896, 0.0739], [-4.4224, 2.1812, 0.7434], [-6.8706, 2.0712, 0.6996], [-8.8720, 0.6471, 0.6499], [-8.7836, -1.0047, 0.0224]], "atomic_forces_ev_per_a": [[-0.09, -0.07, 0.19], [-0.12, 0.02, -0.08], [0.02, 0.09, -0.06], [0.03, -0.03, -0.11], [0.01, 0.09, -0.22], [-0.09, 0.00, 0.16], [-0.07, -0.10, -0.07], [0.23, -0.14, -0.02], [-0.54, -0.04, 0.03], [0.07, 0.02, -0.12], [0.02, 0.17, 0.06], [-0.06, -0.11, -0.04], [0.01, -0.01, -0.01], [0.61, 0.58, -0.13], [0.11, -0.24, 0.06], [-0.24, 0.18, -0.04], [0.30, -0.29, 0.40], [-0.05, -0.25, -0.18], [-0.29, 0.08, 0.41], [0.53, -0.03, -0.11], [-0.08, 0.12, 0.00], [0.14, 0.16, -0.05], [0.02, -0.28, 0.02], [-0.03, -0.03, -0.05], [-0.05, 0.02, -0.06], [-0.06, 0.06, 0.05], [0.01, 0.11, 0.00], [0.09, 0.00, -0.02], [0.16, -0.36, -0.07], [-0.18, 0.05, -0.08], [0.09, 0.27, -0.04], [-0.10, 0.06, 0.19], [-0.09, -0.08, 0.02], [-0.13, 0.01, -0.38], [-0.03, -0.01, 0.06], [0.05, 0.49, 0.06], [0.03, -0.07, -0.02], [-0.09, 0.08, 0.02], [-0.01, 0.06, -0.07], [-0.02, 0.01, 0.03], [0.04, -0.09, -0.03], [0.13, 0.14, -0.13], [-0.01, 0.01, 0.01], [-0.24, -0.55, 0.28], [0.02, -0.19, -0.12], [0.05, 0.07, 0.06], [-0.07, 0.09, 0.05], [-0.02, -0.08, 0.05], [-0.02, 0.02, 0.09]]}


no.,HOMO-LUMO gap (Ha)
1,0.285
2,0.327
3,0.306